[1]
42
Properties=species:S:1:pos:R:3 method="wB97M-V/def2-TZVPD" lumo_energy_ev=-1.02 homo_ev=-6.28 de_lowest_kcal_mol=0.0 orbital_gap_ev=5.255
C 2.702 -1.497 1.807
C 2.074 -0.154 1.575
C 0.695 -0.001 1.687
C 0.037 1.298 1.716
O 0.663 2.378 1.770
N -1.356 1.373 1.722
C -2.025 2.651 1.702
C -2.271 0.247 1.735
N 3.026 0.784 1.346
N 2.900 1.703 0.488
C 4.023 2.628 0.594
N 3.910 3.400 -0.523
O 4.876 2.674 1.456
H 1.941 -2.273 1.913
H 3.364 -1.765 0.972
H 3.318 -1.500 2.715
H 0.169 -0.880 2.057
H -1.284 3.453 1.721
H -2.649 2.739 0.797
H -2.695 2.738 2.573
H -1.751 -0.700 1.955
H -3.027 0.382 2.523
H -2.828 0.219 0.770
H 3.019 3.335 -0.991
H 4.452 4.243 -0.571
C -0.212 -3.371 -1.843
Na -2.216 -1.684 0.063
C 0.821 -2.709 -1.140
C 0.580 -1.317 -1.188
C -0.639 -1.096 -1.900
C -1.160 -2.398 -2.282
C -2.460 -2.489 -2.808
C -3.216 -1.324 -2.945
C -2.693 -0.059 -2.607
C -1.393 0.073 -2.108
H -0.300 -4.435 -2.073
H 1.681 -3.191 -0.667
H 1.218 -0.500 -0.870
H -2.840 -3.471 -3.100
H -4.230 -1.382 -3.357
H -3.301 0.838 -2.773
H -0.923 1.042 -1.913

[2]
40
Properties=species:S:1:pos:R:3 method="wB97M-V/def2-TZVPD" lumo_energy_ev=-5.87 homo_ev=-11.23 orbital_gap_ev=5.355 charge=+1
N -3.099 0.608 -3.885
C -2.057 1.086 -4.221
O -0.750 1.554 -4.564
N 0.188 1.033 -3.710
C 0.522 1.713 -2.599
N -0.339 2.280 -1.545
C 0.153 3.719 -1.486
C 1.653 3.653 -2.056
N 1.866 2.142 -2.121
H 0.615 0.137 -4.015
H -1.352 2.278 -1.738
H -0.064 4.301 -0.528
H -0.407 4.214 -2.367
H 2.525 4.017 -1.424
H 1.536 4.026 -3.128
H 2.503 1.944 -2.909
C 3.781 -0.554 2.560
C 3.725 0.177 1.378
C 2.498 0.431 0.773
C 1.325 -0.039 1.357
C 1.381 -0.767 2.542
C 2.609 -1.028 3.141
H 4.739 -0.754 3.029
H 4.639 0.549 0.926
H 2.454 0.995 -0.152
H 0.366 0.163 0.888
H 0.466 -1.132 2.998
H 2.653 -1.600 4.061
C -1.616 -3.186 2.168
C -1.672 -2.455 0.985
C -2.900 -2.202 0.381
C -4.072 -2.671 0.965
C -4.016 -3.399 2.149
C -2.788 -3.661 2.749
H -0.658 -3.387 2.637
H -0.758 -2.083 0.534
H -2.943 -1.637 -0.545
H -5.030 -2.470 0.497
H -4.931 -3.764 2.605
H -2.744 -4.233 3.669

[3]
39
Properties=species:S:1:pos:R:3 method="wB97M-V/def2-TZVPD" lumo_energy_ev=-0.12 smiles="O=C(On1ccccc1=S)[C@]12C[C@H]3C[C@H](C[C@H](C3)C1)C2" homo_ev=-8.04 de_lowest_kcal_mol=86.1 orbital_gap_ev=7.919
O 1.280 0.330 1.692
S -1.322 3.017 1.089
O -1.043 0.152 1.607
C 0.208 0.144 1.056
C -1.234 2.407 2.696
C -1.053 3.354 3.805
C -1.093 2.802 5.085
C -1.169 1.270 5.201
C -1.130 0.447 4.111
N -1.088 1.012 2.862
C 0.211 0.097 -3.233
C -0.429 -2.187 -2.664
C 1.914 -1.535 -2.604
C -1.044 -0.149 -1.201
C 1.482 0.338 -1.020
C 0.484 -1.865 -0.435
C -0.896 -0.719 -2.605
C 1.542 -0.093 -2.542
C 0.836 -2.347 -1.885
C 0.288 -0.380 -0.351
H -0.740 4.366 3.695
H -0.948 3.402 5.976
H -1.158 0.943 6.231
H -1.062 -0.575 4.204
H 0.174 -0.291 -4.154
H -0.076 1.200 -3.283
H -1.179 -2.958 -2.420
H -0.063 -2.356 -3.738
H 2.160 -1.811 -3.563
H 2.920 -1.655 -2.105
H -1.430 0.900 -1.282
H -1.791 -0.645 -0.652
H 1.255 1.368 -1.055
H 2.451 0.174 -0.546
H 1.311 -2.202 0.187
H -0.371 -2.463 -0.146
H -1.848 -0.721 -3.241
H 2.397 0.552 -2.931
H 1.254 -3.323 -1.839

[4]
39
Properties=species:S:1:pos:R:3 method="wB97M-V/def2-TZVPD" lumo_energy_ev=-0.30 smiles="CCCC(=O)Nc1ccc(C=C(C(C)=O)C(C)=O)cc1" homo_ev=-8.22 de_lowest_kcal_mol=337.7 orbital_gap_ev=7.922
C -4.837 -2.570 -2.065
C -5.037 -1.046 -2.545
C -3.829 -0.634 -3.517
C -2.465 -0.665 -2.689
O -1.651 -1.292 -2.977
N -2.273 0.243 -1.539
C -1.230 0.361 -0.544
C -1.218 1.515 0.078
C -0.174 1.717 1.003
C 0.835 0.873 1.058
C 1.094 -0.338 0.069
C 0.087 -0.402 -0.822
H -0.091 -1.053 -1.439
H 1.815 -0.957 0.095
C 1.964 1.255 1.952
C 3.181 0.579 2.230
C 3.672 -0.324 1.301
O 3.792 -1.578 1.560
C 4.498 0.198 -0.126
H 3.857 0.766 -0.469
H 5.368 0.942 0.409
H 5.046 -0.684 -0.506
C 4.210 1.014 3.077
O 5.294 1.364 2.896
C 3.845 1.120 4.287
H 2.688 1.530 4.594
H 4.340 1.605 5.289
H 3.616 -0.087 4.657
H 1.690 1.890 2.847
H -0.398 2.436 1.799
H -2.087 2.038 0.064
H -2.980 0.982 -1.563
H -3.726 -1.237 -4.283
H -3.945 0.574 -3.597
H -5.854 -0.824 -2.942
H -4.880 -0.587 -1.671
H -4.744 -2.998 -3.108
H -3.901 -2.884 -1.394
H -5.573 -2.843 -1.467